70
Properties=species:S:1:pos:R:3:forces:R:3:nbo_charge:R:1 method="wB97M-V/def2-TZVPD" multiplicity=2 largest_force_ha_per_bohr=0.0791 total_charge=+1 total_energy_ha=-8332.9301 e_above_lowest_kj_mol=2761.8
Ir -0.1912 0.6290 -0.0980 1.50 -0.06 -0.47 1.07
C -4.6661 -0.5219 1.8817 1.10 -0.41 -0.15 -1.12
Si -3.1744 0.2287 0.9481 -2.54 0.53 -3.13 1.42
C -1.6128 -1.0481 2.7008 0.41 -0.95 0.33 -0.57
C -2.2517 1.9870 2.7431 -0.22 0.92 0.44 -0.39
N -2.2669 -0.2439 -0.4516 0.06 0.36 1.62 -1.13
C -3.1267 -0.1171 -1.5755 0.87 0.15 -0.47 0.14
C -4.5266 -0.0422 -1.4971 0.54 -0.04 0.03 -0.27
C -5.3162 0.1074 -2.6252 -0.16 -0.10 0.07 -0.20
C -4.7403 0.1862 -3.8799 -0.06 0.03 -0.07 -0.22
C -3.3616 0.1137 -4.0003 0.02 -0.07 0.03 -0.25
C -2.5955 -0.0497 -2.8693 -0.22 0.10 0.07 0.35
F -1.2611 -0.1286 -3.0136 -0.20 -0.15 -0.21 -0.33
H -4.5470 -0.1880 2.9167 -0.34 0.06 0.13 0.23
H -4.6082 -1.6120 1.9296 -0.18 -0.02 -0.16 0.25
H -5.6464 -0.1980 1.5459 0.06 0.08 -0.16 0.27
H -3.0301 0.2149 3.4981 -1.02 0.07 0.65 0.00
H -1.4447 0.5467 3.9291 1.81 0.39 0.92 0.05
H -1.5778 -2.0720 3.0447 -0.17 -0.01 0.15 0.26
H -2.6865 2.9264 3.0588 0.00 0.05 0.03 0.25
H -3.6190 1.6196 0.6059 0.01 -0.02 0.26 -0.20
H -1.0203 0.6788 1.7036 2.00 0.16 -1.21 0.06
H -4.9769 -0.0989 -0.5161 -0.33 -0.05 -0.16 0.20
H -6.3919 0.1552 -2.5212 0.00 0.01 0.03 0.22
H -5.3573 0.3005 -4.7600 0.01 0.02 0.00 0.22
H -2.8721 0.1779 -4.9628 0.03 -0.02 0.01 0.23
C 0.1835 -4.7796 1.9163 0.10 0.08 -0.08 -0.43
N 0.4894 -3.3628 2.0245 -0.19 -0.14 0.12 -0.62
C 0.3186 -2.4570 1.0331 0.09 0.38 0.00 0.80
N -0.1087 -2.8943 -0.1542 -0.04 -0.09 -0.03 -0.80
O 0.5217 -1.2371 1.2735 -0.08 -0.47 0.01 -0.73
H 0.3130 -5.2375 2.8924 0.02 -0.02 -0.01 0.23
H 0.8484 -5.2830 1.2116 0.00 -0.03 0.02 0.21
H -0.8517 -4.9312 1.6052 0.00 -0.02 0.00 0.20
H 0.8690 -3.0052 2.8830 0.06 0.04 -0.05 0.41
H -0.1468 -3.8752 -0.3650 0.02 0.01 -0.01 0.40
H -0.0913 -2.2319 -0.9200 -0.04 -0.03 0.01 0.46
C 3.3397 2.2161 4.5213 0.15 -0.12 -0.13 -0.58
C 3.8610 1.2400 3.4559 -0.22 0.17 0.02 -0.46
C 3.2819 1.5218 2.1049 0.01 0.01 -0.10 0.07
N 2.4038 0.7832 1.5235 0.01 0.13 0.13 -0.27
N 1.9655 1.2649 0.3078 -0.80 -0.02 0.51 -0.41
C 2.5327 2.4357 0.0155 0.07 -0.21 -0.31 0.29
N 2.3202 3.1426 -1.0862 -0.13 0.19 0.16 -0.77
S 3.6829 2.9501 1.2018 0.07 -0.03 -0.06 0.40
H 3.7271 1.9438 5.5012 -0.02 0.02 0.01 0.24
H 2.2483 2.1970 4.5810 -0.02 0.06 0.08 0.19
H 3.6462 3.2389 4.3042 -0.05 0.02 0.01 0.22
H 3.5863 0.2154 3.7094 0.12 -0.04 -0.01 0.24
H 4.9480 1.3114 3.4084 0.02 -0.15 0.00 0.24
H 1.5953 2.8132 -1.7269 0.13 -0.07 -0.10 0.47
H 2.7686 4.0306 -1.2214 0.00 0.01 0.04 0.42
Br 6.2730 0.9403 -3.5986 -0.01 -0.01 -0.01 0.07
C 4.5301 0.3201 -4.0016 0.03 0.01 0.03 -0.06
C 4.2910 -0.3407 -5.1947 -0.01 0.03 -0.01 -0.23
C 3.0061 -0.7869 -5.4690 -0.01 -0.01 0.00 -0.19
C 1.9787 -0.5857 -4.5600 -0.06 0.03 0.01 -0.20
C 2.2374 0.0827 -3.3716 0.00 -0.24 0.02 -0.05
C 3.5186 0.5359 -3.0833 -0.05 0.01 -0.04 -0.25
C 1.1756 0.2759 -2.3403 -0.06 0.29 -0.13 0.80
O 0.8225 -0.7038 -1.6228 -0.38 0.41 0.54 -0.70
O 0.6910 1.4202 -2.1418 -0.07 -0.14 -0.44 -0.74
H 5.0954 -0.5027 -5.8981 0.00 0.01 0.00 0.24
H 2.8086 -1.3037 -6.3985 0.01 0.01 -0.01 0.23
H 0.9770 -0.9365 -4.7717 0.01 -0.02 0.00 0.23
H 3.7284 1.0361 -2.1488 0.02 0.02 0.00 0.22
Cl -0.5795 0.8132 5.6320 0.43 0.10 0.01 -0.51
Ge 0.2665 0.9126 3.2950 1.40 -0.04 0.93 1.11
Cl -1.9636 0.4607 2.6178 -2.97 -1.10 0.57 0.51
Cl -0.2399 2.8009 1.3198 -0.55 -0.08 -0.30 -0.42